The following is a DFT calculation (the ωB97M-V functional and the def2-TZVPD basis) of a molecular structure, C38H28MoNOP2S in a non-equilibrium geometry.

Positions of all 72 atoms, in Å:
Mo: 13.02925 8.27085 11.50536
O: 11.55738 6.49295 11.91854
C: 11.09121 7.56298 11.57967
C: 9.74576 8.05357 11.20355
C: 8.48076 7.45896 11.44124
C: 7.39111 8.04195 10.91085
C: 7.47799 9.27942 10.27681
C: 8.69631 9.94172 10.16721
C: 9.84622 9.29271 10.58504
P: 11.56397 10.01472 10.51074
C: 12.02758 10.41147 8.80706
C: 11.12131 10.31941 7.74877
C: 11.48201 10.68974 6.44038
C: 12.77580 11.13141 6.20125
C: 13.70212 11.16616 7.23134
C: 13.35668 10.84403 8.53345
C: 11.37087 11.59569 11.33649
C: 10.96673 11.55457 12.67989
C: 10.66061 12.71272 13.35250
C: 10.71297 13.92847 12.65035
C: 11.06171 13.96587 11.29776
C: 11.42627 12.80655 10.65324
H: 8.36802 6.56028 12.02455
H: 6.41856 7.55640 10.96234
H: 6.60025 9.73838 9.81972
H: 8.80498 10.93050 9.75314
H: 10.13968 9.91477 7.90347
H: 10.73086 10.68162 5.70273
H: 13.11484 11.35637 5.22556
H: 14.69946 11.56464 6.98982
H: 14.14619 10.84424 9.26319
H: 10.85612 10.65324 13.25727
H: 10.41227 12.73496 14.41452
H: 10.45972 14.84024 13.13890
H: 11.02654 14.89008 10.77294
H: 11.69736 12.79746 9.59253
C: 16.32201 13.29664 13.71770
C: 15.37182 13.23418 12.71920
C: 15.01237 11.99917 12.19387
C: 15.64393 10.85142 12.66102
C: 16.54381 10.91769 13.71296
C: 16.83763 12.17329 14.27685
P: 15.15113 9.30231 11.91579
C: 15.00671 8.08022 13.32472
C: 14.09634 8.32451 14.37083
C: 13.80104 7.31799 15.30080
C: 14.41938 6.07722 15.19642
C: 15.39583 5.85707 14.21610
C: 15.69453 6.85016 13.28860
C: 16.29240 8.73780 10.63527
C: 17.59857 9.13844 10.35024
C: 18.13644 8.76120 9.15506
C: 17.43746 7.88276 8.28493
C: 16.25635 7.32886 8.68222
C: 15.67854 7.76113 9.86936
H: 16.51237 14.27414 14.13489
H: 14.89960 14.11836 12.38847
H: 14.18812 11.99052 11.46717
H: 17.00399 10.05096 14.14032
H: 17.56752 12.26939 15.06468
H: 13.53426 9.25660 14.40688
H: 13.11973 7.45994 16.12445
H: 14.17518 5.25584 15.84497
H: 15.92654 4.93631 14.12709
H: 16.42283 6.64839 12.53398
H: 18.11012 9.80924 11.03238
H: 19.14601 9.05874 8.87472
H: 17.84943 7.48934 7.32556
H: 15.71398 6.58191 8.11064
S: 12.48212 7.13126 8.24952
C: 13.20933 7.45962 9.62332
N: 14.37794 7.43006 10.25084

The calculation puts the total energy at -74659.471 eV. As for the expectation value of S²: 2.0357. As for the charge: +1. For the HOMO energy (spin up / spin down), the calculation gives -9.839 / -10.132 eV. As for the spin multiplicity: 3. The relative energy (zero: lowest compared OMol25 entry of this formula, charge and spin) is 14.7 kcal/mol. The HOMO-LUMO gap (spin up / spin down) is 6.820 / 6.451 eV.

Here are the Mulliken charges for atoms 1 to 6, given in e: number 1, Mo, carries -1.27; number 2, O, carries -0.65; number 3, C, carries 1.45; number 4, C, carries -0.68; number 5, C, carries -0.63; number 6, C, carries -0.54

The following is a DFT calculation (the ωB97M-V functional and the def2-TZVPD basis) of a single C6H8S molecule in a non-equilibrium geometry.

Positions of all 15 atoms, in Å:
C: -2.23042 0.52699 0.18540
C: -2.75335 1.50215 -0.34592
C: -1.66780 -0.76038 0.44400
C: -0.74375 -1.27896 -0.62022
C: 1.16709 0.42948 -0.30658
C: 2.39968 1.15163 0.32524
S: 0.98541 -1.20723 -0.18489
H: -1.08423 -0.64507 1.40564
H: -2.47439 -1.47910 0.64155
H: -1.03635 -2.30081 -0.82606
H: -0.64442 -0.76335 -1.54826
H: 0.29470 0.98863 -0.31315
H: 3.09493 1.19953 -0.45986
H: 2.73084 0.55345 1.11083
H: 1.96206 2.08305 0.49229

The calculation puts the total energy at -17179.408 eV. As for the charge: 0. For the HOMO energy (spin up / spin down), the calculation gives -7.248 / -7.612 eV. The relative energy (zero: lowest compared OMol25 entry of this formula, charge and spin) is 162.9 kcal/mol. The HOMO-LUMO gap (spin up / spin down) is 4.379 / 5.267 eV.

Here are the Mulliken charges for atoms 1 to 6, given in e: number 1, C, carries -0.14; number 2, C, carries -0.55; number 3, C, carries -0.53; number 4, C, carries -0.59; number 5, C, carries 0.10; number 6, C, carries -1.08